1.
{
  "formula": "C39H50F6N6O8S5TeW",
  "method": "the ωB97M-V functional and the def2-TZVPD basis",
  "total_energy_ha": -5371.16497,
  "orbital_gap_ha": [0.2035, 0.2036],
  "lumo_ev": [-6.330, -6.329],
  "total_charge": 2,
  "e_above_lowest_kcal_mol": 50.5,
  "elements": ["W", "C", "C", "C", "C", "C", "C", "C", "C", "C", "C", "C", "C", "H", "H", "H", "H", "H", "H", "H", "H", "H", "H", "H", "H", "H", "H", "H", "H", "H", "H", "C", "C", "N", "C", "C", "S", "C", "C", "S", "C", "N", "C", "H", "H", "H", "H", "H", "H", "H", "H", "C", "C", "C", "C", "C", "C", "Te", "C", "C", "C", "H", "H", "H", "H", "H", "H", "H", "H", "H", "H", "H", "F", "C", "F", "F", "S", "O", "O", "N", "S", "O", "O", "C", "F", "F", "F", "C", "C", "S", "O", "O", "C", "C", "N", "C", "N", "C", "C", "N", "O", "O", "C", "H", "H", "H", "H", "H", "H", "H", "H", "H", "H", "H", "H", "H"],
  "xyz": [[0.528, 0.765, -0.290], [0.550, 0.361, -3.585], [0.721, -0.284, -2.224], [-0.407, -1.021, -1.678], [-1.756, -0.791, -2.345], [-0.177, -2.297, -1.078], [-1.276, -3.325, -1.151], [1.087, -2.634, -0.619], [1.351, -3.932, 0.115], [2.178, -1.785, -0.925], [3.553, -2.261, -0.545], [2.026, -0.657, -1.758], [3.245, -0.146, -2.505], [0.576, -0.428, -4.344], [1.323, 1.077, -3.842], [-0.395, 0.888, -3.689], [-2.570, -1.260, -1.797], [-1.761, -1.219, -3.353], [-1.981, 0.270, -2.441], [-1.672, -3.353, -2.168], [-2.116, -3.116, -0.486], [-0.904, -4.320, -0.924], [2.114, -3.802, 0.884], [1.708, -4.712, -0.564], [0.459, -4.302, 0.611], [3.718, -3.265, -0.941], [3.651, -2.319, 0.533], [4.347, -1.626, -0.922], [4.092, 0.053, -1.856], [3.047, 0.759, -3.069], [3.564, -0.905, -3.224], [-3.051, 0.458, 0.583], [-2.234, 1.558, 1.168], [-0.949, 1.770, 0.952], [-0.496, 2.879, 1.673], [-1.443, 3.508, 2.397], [-2.940, 2.709, 2.211], [0.938, 3.095, 1.646], [1.687, 4.050, 2.233], [3.343, 3.689, 2.029], [2.966, 2.285, 1.137], [1.664, 2.088, 1.015], [4.038, 1.424, 0.561], [-2.409, -0.184, -0.012], [-3.861, 0.851, -0.035], [-3.505, -0.131, 1.381], [-1.335, 4.370, 3.039], [1.357, 4.928, 2.768], [4.928, 1.457, 1.187], [4.313, 1.775, -0.435], [3.696, 0.395, 0.508], [-4.951, -5.952, 6.281], [-3.997, -5.120, 5.476], [-3.091, -5.719, 4.603], [-2.227, -4.972, 3.824], [-1.253, -5.678, 2.911], [-2.290, -3.561, 3.919], [-1.420, -2.425, 2.427], [-3.140, -2.930, 4.862], [-3.128, -1.444, 5.130], [-3.981, -3.732, 5.613], [-5.168, -6.898, 5.786], [-5.885, -5.420, 6.454], [-4.517, -6.184, 7.258], [-3.064, -6.802, 4.532], [-1.200, -6.738, 3.156], [-0.255, -5.254, 3.010], [-1.566, -5.593, 1.868], [-3.247, -0.857, 4.224], [-2.182, -1.158, 5.593], [-3.929, -1.180, 5.818], [-4.648, -3.270, 6.333], [-0.594, 0.625, 3.627], [0.624, 0.224, 4.021], [0.524, -0.266, 5.227], [1.439, 1.261, 3.978], [1.203, -1.070, 2.754], [0.516, -0.736, 1.486], [0.616, -2.323, 3.311], [2.705, -1.007, 2.496], [3.802, -0.913, 3.727], [4.851, -0.042, 3.330], [3.122, -0.763, 4.979], [4.448, -2.648, 3.707], [3.407, -3.463, 3.888], [5.326, -2.817, 4.664], [4.999, -2.899, 2.522], [-0.465, 2.911, -8.338], [-1.317, 3.558, -7.249], [-0.245, 4.189, -5.979], [0.419, 3.067, -5.345], [0.551, 5.274, -6.475], [-1.381, 4.846, -4.746], [-0.617, 5.363, -3.527], [0.117, 4.327, -2.770], [-0.457, 3.367, -2.017], [0.466, 2.518, -1.565], [1.674, 2.946, -2.060], [1.466, 4.054, -2.794], [2.503, 4.790, -3.483], [3.576, 4.228, -3.547], [2.242, 5.895, -3.910], [-1.903, 3.348, -1.662], [-1.107, 2.532, -9.131], [0.114, 2.084, -7.929], [0.228, 3.635, -8.767], [-1.975, 2.840, -6.755], [-1.893, 4.409, -7.619], [-2.081, 4.040, -4.519], [-1.906, 5.683, -5.210], [-1.301, 5.851, -2.837], [0.114, 6.090, -3.858], [2.613, 2.466, -1.851], [-2.527, 3.749, -2.456], [-2.074, 3.954, -0.767], [-2.211, 2.327, -1.455]],
  "forces_ev_per_angstrom": [[0.31, -0.87, -0.18], [0.03, 0.05, 0.00], [-0.24, 0.09, -0.15], [-0.16, 0.11, 0.08], [0.13, -0.13, 0.03], [0.19, -0.03, -0.17], [0.06, -0.01, 0.07], [-0.02, -0.09, 0.13], [0.05, 0.12, -0.10], [-0.07, -0.10, -0.08], [-0.05, 0.11, -0.09], [0.06, 0.05, 0.03], [-0.04, 0.03, 0.09], [-0.02, 0.05, 0.00], [-0.01, 0.00, 0.01], [-0.01, -0.02, 0.01], [-0.01, 0.04, -0.01], [-0.04, 0.04, 0.00], [-0.04, 0.00, -0.02], [-0.01, 0.00, 0.03], [-0.03, 0.03, -0.03], [-0.04, 0.02, 0.06], [-0.02, -0.01, -0.01], [0.01, 0.00, 0.04], [-0.05, -0.02, 0.02], [0.00, -0.01, 0.01], [0.03, -0.07, 0.16], [0.00, -0.02, 0.02], [0.01, 0.02, 0.00], [0.02, 0.01, -0.01], [0.02, 0.04, -0.01], [0.04, 0.04, 0.08], [-0.02, 0.08, -0.01], [0.05, 0.28, 0.27], [0.03, -0.20, -0.10], [-0.11, 0.22, 0.06], [-0.03, -0.04, -0.03], [0.08, -0.30, -0.05], [0.02, 0.25, 0.06], [0.06, -0.02, -0.05], [-0.12, 0.02, 0.08], [0.01, 0.24, 0.08], [-0.02, 0.10, 0.08], [0.01, -0.01, -0.02], [0.05, -0.01, -0.02], [-0.01, 0.01, 0.00], [-0.01, -0.10, -0.04], [0.05, -0.10, 0.00], [0.00, 0.01, 0.01], [-0.01, 0.00, 0.01], [-0.04, -0.07, -0.05], [0.07, 0.01, 0.01], [-0.02, -0.01, 0.02], [0.00, -0.08, 0.02], [0.08, 0.00, -0.10], [-0.18, 0.07, 0.10], [0.08, 0.17, -0.25], [-0.80, -1.01, 0.64], [0.08, 0.06, 0.04], [-0.05, -0.19, 0.04], [-0.04, -0.02, 0.05], [0.01, 0.03, 0.00], [0.02, -0.02, 0.00], [0.00, 0.02, -0.03], [-0.01, 0.06, -0.01], [-0.02, 0.02, 0.02], [0.05, -0.02, -0.05], [0.05, 0.00, -0.02], [0.00, 0.08, -0.07], [0.03, 0.03, -0.02], [0.02, -0.02, -0.01], [0.02, -0.01, -0.06], [0.15, -0.02, 0.01], [-0.29, 0.13, -0.21], [0.07, -0.10, -0.04], [0.08, 0.02, 0.05], [0.40, 0.68, -0.69], [0.42, 0.28, 0.23], [-0.14, 0.30, -0.42], [0.02, 0.01, 0.54], [-0.28, -0.23, 0.43], [-0.03, 0.00, -0.17], [0.21, 0.00, -0.24], [-0.33, 0.01, -0.30], [0.16, -0.01, -0.03], [0.11, 0.05, 0.11], [0.02, -0.03, 0.08], [0.07, 0.06, 0.05], [0.13, 0.07, 0.02], [0.05, -0.06, 0.12], [-0.04, -0.02, 0.01], [-0.10, 0.01, -0.02], [0.19, -0.19, -0.09], [-0.02, -0.05, -0.05], [0.01, 0.23, -0.29], [0.09, -0.03, 0.19], [-0.10, -0.09, -0.13], [0.13, -0.12, 0.29], [-0.14, 0.12, -0.14], [0.07, 0.11, -0.09], [-0.17, 0.08, 0.04], [0.03, -0.19, 0.10], [0.08, 0.02, -0.02], [-0.02, 0.01, 0.01], [-0.03, -0.01, -0.02], [-0.06, -0.01, -0.01], [-0.03, 0.03, -0.07], [0.00, -0.06, -0.01], [-0.03, 0.09, 0.04], [-0.03, -0.05, 0.07], [-0.03, 0.01, 0.00], [0.06, 0.11, 0.07], [-0.06, -0.05, -0.06], [0.02, -0.02, -0.01], [-0.01, -0.05, 0.00], [-0.04, -0.04, -0.01]],
  "mulliken_charge": [0.750, -2.310, 0.821, 1.586, -2.416, 1.135, -1.945, 1.365, -2.150, 0.983, -1.886, 1.326, -2.514, 0.503, 0.458, 0.437, 0.714, 0.479, 0.001, 0.430, 0.272, 0.455, 0.352, 0.528, 0.143, 0.531, 0.043, 0.410, 0.416, 0.264, 0.424, -0.843, 0.382, 0.943, -1.046, 0.178, -0.254, -0.793, -0.046, -0.230, 0.090, 1.148, -1.117, -0.502, 0.455, 0.436, 0.533, 0.542, 0.725, 0.429, -0.297, -1.596, 0.566, -1.000, 0.655, -1.370, 0.391, 0.647, 0.664, -1.200, -0.988, 0.402, 0.405, 0.321, 0.413, 0.471, 0.159, 0.299, 0.127, 0.205, 0.428, 0.404, 0.011, 0.684, -0.162, -0.208, 1.311, -1.086, -0.821, -0.096, 0.972, -0.644, -0.602, 0.720, -0.197, -0.185, -0.226, -1.207, -0.431, 1.069, -0.492, -0.655, -0.783, -1.250, 0.499, 0.372, 0.272, -1.537, -0.142, 1.250, -0.627, -0.638, -1.019, 0.406, 0.304, 0.350, 0.353, 0.409, 0.399, 0.652, 0.407, 0.565, 0.856, 0.642, 0.183, -0.415]
}

2.
{
  "formula": "C39H50I2O7",
  "method": "the ωB97M-V functional and the def2-TZVPD basis",
  "total_energy_ha": -2638.10423,
  "orbital_gap_ha": 0.2946,
  "lumo_ev": -0.920,
  "elements": ["C", "C", "O", "O", "C", "C", "C", "C", "C", "C", "C", "C", "C", "C", "I", "C", "C", "I", "C", "C", "C", "C", "C", "C", "C", "O", "C", "C", "O", "C", "C", "C", "O", "C", "C", "C", "C", "C", "C", "O", "C", "O", "H", "H", "H", "H", "H", "H", "H", "H", "H", "H", "H", "H", "H", "H", "H", "H", "H", "H", "H", "H", "H", "H", "H", "H", "H", "H", "H", "H", "H", "H", "H", "H", "H", "H", "H", "H", "H", "H", "H", "H", "H", "H", "H", "H", "C", "C", "C", "C", "C", "C", "H", "H", "H", "H", "H", "H"],
  "xyz": [[0.232, -4.695, 1.652], [-0.763, -5.808, 1.786], [-0.787, -6.725, 1.022], [-1.625, -5.723, 2.829], [-3.002, -5.490, 2.442], [-3.543, -4.220, 3.073], [-2.510, -3.107, 3.157], [-3.129, -1.765, 3.578], [-2.330, -0.579, 3.035], [-3.069, 0.196, 1.921], [-2.294, 0.228, 0.625], [-1.052, 0.859, 0.622], [-0.255, 0.988, -0.509], [1.025, 1.721, -0.361], [1.279, 3.506, -1.484], [1.979, 1.307, 0.477], [1.864, 0.074, 1.345], [3.824, 2.293, 0.706], [-0.703, 0.431, -1.725], [0.117, 0.490, -2.990], [0.947, -0.777, -3.238], [2.302, -0.762, -2.509], [2.347, -1.812, -1.411], [3.633, -1.682, -0.599], [3.827, -2.808, 0.404], [3.301, -2.518, 1.716], [4.196, -2.072, 2.634], [5.132, -0.962, 2.271], [4.186, -2.542, 3.727], [-1.961, -0.205, -1.732], [-2.754, -0.309, -0.574], [-4.086, -0.966, -0.685], [-4.556, -1.669, 0.178], [-4.783, -0.721, -1.955], [-4.056, -0.624, -3.063], [-4.623, -0.347, -4.423], [-5.077, 1.116, -4.497], [-3.987, 2.129, -4.103], [-4.319, 2.984, -2.878], [-3.307, 2.760, -1.880], [-2.577, -0.776, -2.972], [-1.975, -1.333, -3.854], [-0.069, -4.099, 0.796], [1.226, -5.095, 1.524], [0.211, -4.066, 2.534], [-3.560, -6.353, 2.787], [-3.080, -5.479, 1.358], [-4.379, -3.873, 2.472], [-3.887, -4.448, 4.078], [-1.751, -3.397, 3.875], [-2.042, -2.953, 2.186], [-4.156, -1.712, 3.230], [-3.163, -1.759, 4.664], [-2.065, 0.111, 3.831], [-1.385, -0.927, 2.626], [-3.189, 1.235, 2.226], [-4.063, -0.185, 1.766], [-0.725, 1.286, 1.557], [1.082, 0.239, 2.076], [2.782, -0.060, 1.900], [1.594, -0.807, 0.773], [-0.570, 0.641, -3.814], [0.796, 1.326, -3.001], [0.374, -1.623, -2.880], [1.052, -0.893, -4.311], [3.078, -0.997, -3.230], [2.471, 0.200, -2.029], [2.349, -2.806, -1.857], [1.462, -1.748, -0.778], [3.637, -0.698, -0.134], [4.463, -1.701, -1.303], [4.877, -3.063, 0.504], [3.261, -3.663, 0.055], [6.076, -1.162, 2.760], [5.304, -0.857, 1.207], [4.749, -0.013, 2.628], [-5.857, -0.628, -1.972], [-5.450, -1.011, -4.641], [-3.849, -0.495, -5.167], [-5.450, 1.358, -5.486], [-5.905, 1.240, -3.804], [-3.803, 2.814, -4.922], [-3.028, 1.666, -3.879], [-4.283, 4.034, -3.157], [-5.281, 2.712, -2.448], [-3.460, 3.413, -1.192], [4.749, 8.154, 1.256], [6.114, 8.259, 1.482], [6.911, 7.123, 1.466], [6.342, 5.882, 1.216], [4.977, 5.777, 0.987], [4.180, 6.912, 1.010], [4.128, 9.041, 1.272], [6.558, 9.228, 1.672], [7.975, 7.205, 1.648], [6.964, 4.996, 1.199], [4.529, 4.808, 0.790], [3.115, 6.829, 0.836]],
  "forces_ev_per_angstrom": [[-0.28, 0.20, 0.79], [0.41, -0.32, -0.13], [-0.24, -0.38, -0.43], [-0.21, 0.73, 0.03], [-0.04, -0.57, 0.24], [0.49, -0.01, 0.02], [-0.57, 0.29, -0.13], [0.39, -0.43, 0.11], [-0.28, 0.19, 0.01], [0.44, 0.43, -0.13], [-0.10, -0.24, -0.07], [-0.30, 0.04, -0.21], [-0.52, -0.15, -0.06], [0.67, 0.26, -0.07], [-0.29, -0.18, 0.26], [-0.09, 0.00, -0.19], [-0.25, 0.67, 0.17], [-0.32, -0.26, -0.05], [-0.15, -0.18, 0.00], [-0.23, -0.31, -0.02], [-0.08, 0.33, 0.34], [-0.76, -0.53, 0.01], [0.62, -0.17, -0.09], [-0.37, -0.04, -0.27], [-0.12, 0.73, 0.12], [0.07, -0.32, -0.31], [-0.08, -0.12, -0.07], [0.42, -0.12, -0.40], [-0.19, -0.16, 0.80], [0.28, 0.11, 0.29], [0.74, 0.27, 0.06], [0.05, -0.04, -0.05], [-0.22, -0.14, 0.39], [0.13, 0.23, -0.33], [-0.31, 0.09, -0.29], [0.14, 0.44, -0.13], [0.13, 0.05, 0.34], [-0.20, 0.25, 0.18], [0.77, -0.23, 0.23], [-0.19, 0.04, -0.17], [0.02, 0.20, 0.58], [0.41, -0.06, -0.43], [0.12, 0.08, -0.23], [0.23, -0.09, -0.26], [0.10, 0.15, 0.07], [-0.20, -0.14, -0.02], [0.14, 0.12, -0.18], [-0.26, -0.05, 0.01], [-0.24, 0.04, 0.15], [0.34, 0.03, -0.06], [0.13, -0.18, -0.19], [-0.17, 0.04, -0.08], [-0.10, 0.20, 0.20], [-0.02, 0.10, 0.18], [0.19, -0.15, 0.04], [-0.01, 0.15, 0.11], [-0.19, -0.21, 0.01], [0.14, 0.22, 0.11], [-0.18, -0.04, 0.26], [-0.09, -0.26, -0.12], [0.09, 0.07, 0.18], [-0.09, 0.00, -0.24], [0.05, 0.32, 0.12], [-0.16, -0.34, -0.15], [0.17, -0.09, -0.17], [0.39, 0.29, 0.02], [0.26, 0.25, -0.32], [-0.22, -0.16, -0.10], [-0.11, -0.04, -0.01], [0.29, -0.08, 0.11], [0.19, 0.03, -0.10], [0.13, -0.23, -0.03], [0.08, -0.38, 0.09], [0.17, 0.07, 0.17], [-0.01, 0.02, -0.16], [-0.09, 0.06, 0.19], [-0.23, -0.26, 0.12], [-0.17, -0.15, -0.08], [0.11, -0.29, -0.13], [-0.11, -0.17, -0.19], [-0.28, 0.03, 0.01], [0.09, -0.02, -0.30], [0.09, -0.21, -0.08], [-0.34, 0.20, 0.05], [-0.30, 0.14, -0.11], [0.16, -0.02, 0.18], [0.00, 0.00, 0.00], [0.00, 0.01, 0.01], [0.01, 0.00, 0.00], [-0.01, 0.00, 0.00], [0.00, -0.06, -0.02], [-0.01, 0.01, -0.01], [0.00, 0.01, 0.00], [0.00, 0.01, 0.01], [0.01, 0.00, -0.01], [0.00, 0.00, 0.00], [0.10, 0.38, 0.03], [0.00, -0.01, -0.01]],
  "mulliken_charge": [-0.470, 0.352, -0.535, -0.349, -0.726, -0.705, -0.066, -1.313, -0.260, -1.500, 0.253, -0.428, 1.240, -1.721, 0.067, -0.615, -0.582, 0.249, 1.051, -1.404, -1.190, -0.816, -0.526, 0.640, -0.984, -0.313, 0.761, -0.837, -0.579, 1.179, 0.470, -0.443, -0.557, -0.689, 0.727, -1.538, -0.910, 0.138, -0.713, -0.359, -0.391, -0.573, 0.069, 0.428, 0.258, 0.402, 0.332, 0.337, 0.291, 0.489, 0.007, 0.472, 0.397, 0.620, 0.088, 0.447, 0.709, 0.996, 0.552, -0.212, 0.030, 0.461, 0.462, 0.468, 0.610, 0.582, 0.302, 0.547, -0.102, -0.518, 0.487, 0.284, 0.531, 0.378, 0.267, 0.239, 0.508, 0.489, 0.333, 0.442, 0.420, 0.541, -0.278, 0.372, 0.347, 0.218, -0.297, -0.409, -0.364, -0.308, 0.159, -0.696, 0.359, 0.355, 0.357, 0.350, -0.007, 0.364]
}